[1]
Below is a structure of composition C46H34N4O3PRhS2Si, with properties calculated with ωB97M-V with the def2-TZVPD basis set.

The geometry in XYZ format:
```
92
Properties=species:S:1:pos:R:3:lowdin_charge:R:1
Rh 0.96 -0.33 -1.28 0.611
S 3.30 -0.96 -0.34 0.568
S 1.46 -2.80 -1.54 0.563
P -1.03 0.86 -1.81 1.025
Si 0.95 -0.25 3.15 0.589
O -1.30 -2.04 -4.46 0.009
O 0.69 -0.13 1.56 -0.186
O 1.93 0.84 -3.12 -0.107
N 6.13 -3.47 0.65 0.117
N 0.42 -0.69 -3.78 0.081
N -0.23 -0.81 -6.05 -0.060
N 3.48 -5.97 -1.61 0.106
C 2.99 1.64 2.92 -0.070
C -1.82 1.62 -3.26 -0.339
C 2.59 -3.89 2.14 -0.087
C -2.89 1.05 -3.95 -0.090
C 1.51 0.67 -5.45 -0.012
C 3.72 2.78 3.21 -0.076
C -1.90 -0.31 3.35 -0.065
C -1.59 3.47 -0.71 -0.109
C 0.42 0.62 0.45 -0.330
C -0.40 -1.23 -4.69 -0.536
C 0.71 0.11 -6.37 -0.093
C 5.13 -3.49 0.06 -0.291
C -2.65 2.66 -5.73 -0.119
C -0.69 -0.49 4.04 -0.197
C 3.92 -3.62 -0.66 -0.435
C -2.38 -0.12 -1.05 -0.323
C -1.56 3.21 -5.08 -0.105
C -3.16 -1.04 5.27 -0.107
C -4.56 -0.26 -0.02 -0.106
C -0.24 1.87 0.53 -0.255
C -3.61 0.46 -0.73 -0.092
C -0.25 2.74 1.64 -0.032
C 3.92 -3.07 3.96 -0.100
C 1.99 -1.81 3.22 -0.214
C -3.11 -0.58 3.96 -0.087
C -0.95 2.26 -0.65 -0.298
C -1.97 -1.22 5.97 -0.108
C -0.76 -0.96 5.36 -0.104
C 1.66 1.99 4.89 -0.102
C 1.94 1.23 3.76 -0.236
C 1.31 0.28 -4.06 -0.560
C -3.31 1.57 -5.16 -0.112
C 2.40 3.13 5.18 -0.106
C 3.42 3.53 4.34 -0.104
C 3.01 -2.57 -0.82 -1.186
C 3.65 -4.91 -1.18 -0.308
C -0.89 3.97 1.55 -0.112
C 3.08 -1.96 4.07 -0.106
C -3.09 -2.16 0.03 -0.079
C -4.30 -1.56 0.37 -0.117
C -1.55 4.35 0.38 -0.123
C -2.14 -1.43 -0.66 -0.082
C 1.75 -2.80 2.26 -0.096
C 3.68 -4.03 2.99 -0.097
C -1.15 -1.34 -7.02 -0.050
C -1.13 2.69 -3.87 -0.112
H -2.04 5.31 0.33 0.079
H 0.79 0.37 -7.42 0.112
H -1.02 4.04 -5.52 0.094
H -3.40 0.19 -3.52 0.103
H -1.87 0.04 2.33 0.102
H -2.99 3.06 -6.68 0.084
H -0.26 3.10 -3.36 0.112
H -4.16 1.13 -5.67 0.093
H -5.04 -2.12 0.93 0.092
H -2.14 3.75 -1.60 0.093
H -3.81 1.48 -1.03 0.105
H 0.27 2.47 2.55 0.078
H -5.51 0.21 0.23 0.091
H 3.31 -1.19 4.80 0.092
H 2.42 -4.62 1.35 0.101
H 3.22 1.05 2.04 0.095
H -0.87 4.64 2.40 0.090
H -4.04 -0.45 3.41 0.094
H -1.20 -1.89 -0.94 0.052
H 4.52 3.09 2.54 0.102
H -1.99 -1.59 6.99 0.091
H -1.19 -2.43 -6.93 0.085
H -4.11 -1.26 5.74 0.091
H 3.99 4.43 4.55 0.091
H 0.85 1.70 5.55 0.096
H -2.16 -0.96 -6.84 0.080
H 2.26 1.41 -5.69 0.097
H -2.88 -3.18 0.32 0.104
H 0.17 -1.12 5.90 0.102
H -0.83 -1.06 -8.02 0.077
H 0.93 -2.67 1.56 0.090
H 2.16 3.72 6.06 0.091
H 4.35 -4.87 2.88 0.098
H 4.79 -3.16 4.61 0.091
```

Its spin multiplicity is 5. The strongest force on any atom comes out at 1.9 eV/Å. The energy relative to the best compared isomer or geometry (same formula, charge and spin) is 2.2 kcal/mol. The calculation puts the calculated total energy at -102204.443 eV. Its molar mass is 916.9 g/mol. Its net charge is -2. The expectation value of S² is 6.047.



[2]
Below is an isolated molecule of C5H6N4S, with properties calculated with ωB97M-V with the def2-TZVPD basis set.

The geometry in XYZ format:
```
16
Properties=species:S:1:pos:R:3:nbo_charge:R:1
S -1.24 -1.50 -0.48 0.399
N 2.20 -1.14 0.97 0.092
N 2.47 -1.06 -0.21 -0.177
N 1.45 -0.38 1.59 -0.419
N -2.84 0.03 0.67 -0.419
C -2.66 -1.23 0.36 -0.177
C -1.76 0.80 0.35 -0.027
C 0.57 0.61 -0.37 -0.147
C -0.73 0.15 -0.23 -0.273
C 1.55 -0.20 -1.09 -0.343
H 1.08 -0.89 -1.87 0.233
H -1.93 1.83 0.41 0.213
H 1.00 -0.79 2.44 0.354
H -3.37 -2.09 0.65 0.236
H 2.31 0.61 -1.46 0.231
H 0.90 1.47 0.14 0.225
```

Its spin multiplicity is 3. The strongest force on any atom comes out at 4.1 eV/Å. The energy relative to the best compared isomer or geometry (same formula, charge and spin) is 0.0 kcal/mol. The calculation puts the calculated total energy at -22071.974 eV. Its molar mass is 154.2 g/mol. The expectation value of S² is 2.039.



[3]
Below is an isolated molecule of CH3NO2S, with properties calculated with ωB97M-V with the def2-TZVPD basis set.

The geometry in XYZ format:
```
8
Properties=species:S:1:pos:R:3:nbo_charge:R:1
S -1.20 -0.86 0.57 1.248
O -2.16 -1.85 0.00 -0.932
O -2.05 1.68 -0.15 -0.453
N -0.08 -0.20 -0.62 -1.053
C -2.32 0.56 0.09 0.249
H 0.11 -0.61 -1.53 0.406
H -3.24 -0.06 -0.36 0.154
H 0.82 -0.10 -0.17 0.381
```

Its spin multiplicity is 1. The strongest force on any atom comes out at 2.5 eV/Å. The energy relative to the best compared isomer or geometry (same formula, charge and spin) is 41.9 kcal/mol. The calculation puts the calculated total energy at -17503.655 eV. Its molar mass is 93.1 g/mol.



[4]
Below is a cluster of 2 separate species, C21H25N4O in total, with properties calculated with ωB97M-V with the def2-TZVPD basis set.

The geometry in XYZ format:
```
51
Properties=species:S:1:pos:R:3:nbo_charge:R:1
O -0.61 -3.02 1.17 -0.443
N 5.03 -4.56 1.33 -0.156
N 2.07 -4.78 1.88 -0.731
N 5.29 -2.45 1.01 -0.253
N 4.45 -3.43 0.85 -0.108
C 6.26 -4.28 1.82 -0.050
C 7.50 -0.72 1.47 -0.216
C 7.46 -2.00 2.05 -0.001
C 9.37 -0.12 2.90 -0.202
C 8.44 0.22 1.89 -0.192
C 1.09 -2.16 -0.82 -0.150
C 3.08 -0.85 -1.29 -0.108
C 1.45 -2.19 0.55 -0.145
C 3.41 -0.87 0.07 -0.192
C 8.39 -2.34 3.06 -0.215
C 6.41 -2.91 1.63 0.040
C 2.38 -7.08 2.41 -0.408
C 0.67 -2.95 1.51 0.468
C 1.92 -1.50 -1.73 -0.216
C -1.68 -2.95 2.13 -0.268
C 0.76 -5.25 2.15 -0.229
C 2.57 -1.47 1.00 -0.114
C 3.09 -5.74 2.27 -0.028
C 9.33 -1.40 3.48 -0.203
C 4.30 -5.81 1.34 -0.217
C 0.93 -6.69 2.70 -0.394
H 0.16 -2.64 -1.13 0.235
H 3.75 -0.35 -1.99 0.237
H 4.32 -0.38 0.42 0.256
H 2.39 -3.97 1.38 0.436
H 1.66 -1.50 -2.79 0.238
H 6.77 -0.48 0.69 0.218
H 2.74 -1.39 2.08 0.231
H -1.88 -1.90 2.39 0.221
H 0.21 -7.36 2.23 0.230
H -2.56 -3.36 1.61 0.231
H 8.33 -3.33 3.51 0.209
H 0.91 -2.85 2.58 0.229
H 0.11 -5.29 1.27 0.198
H 0.76 -6.68 3.78 0.215
H 5.00 -6.57 1.70 0.232
H 2.83 -7.68 3.20 0.233
H 2.45 -7.64 1.46 0.210
H 3.96 -6.06 0.32 0.227
H -1.48 -3.53 3.04 0.206
H 3.48 -5.45 3.27 0.175
H 6.92 -4.98 2.28 0.237
H 0.27 -4.68 2.95 0.158
H 8.46 1.21 1.43 0.221
H 10.04 -1.66 4.27 0.225
H 10.11 0.60 3.22 0.225
```

Its spin multiplicity is 1. The strongest force on any atom comes out at 6.2 eV/Å. The energy relative to the best compared isomer or geometry (same formula, charge and spin) is 12.9 kcal/mol. The calculation puts the calculated total energy at -30180.623 eV. Its molar mass is 349.5 g/mol. Its net charge is +1.



[5]
Below is a structure of composition C27H28BrNO2PW, with properties calculated with ωB97M-V with the def2-TZVPD basis set.

The geometry in XYZ format:
```
61
Properties=species:S:1:pos:R:3:nbo_charge:R:1
W 0.37 0.00 0.26 1.576
Br 0.26 -0.24 6.95 0.294
P 2.59 0.69 -0.48 1.064
O -1.84 -0.18 0.23 -0.591
O -0.08 -1.94 -0.44 -0.589
N 0.36 -0.01 2.33 -0.578
C -0.47 0.79 4.42 -0.247
C 1.66 2.20 -0.13 -0.352
C 6.54 1.40 -0.24 -0.182
C 2.20 3.45 0.21 -0.175
C 4.26 0.73 0.10 -0.453
C -0.60 3.08 0.04 -0.223
C 1.02 0.08 -4.19 -0.183
C -2.76 0.41 -0.75 -0.253
C 6.85 0.93 1.03 -0.124
C -1.46 -2.43 -0.42 -0.098
C 3.31 -0.65 -2.77 -0.149
C 1.92 -0.83 -4.73 -0.156
C 4.58 0.26 1.38 -0.109
C 2.41 0.26 -2.21 -0.417
C 1.11 -0.92 3.00 0.051
C 5.25 1.30 -0.72 -0.169
C 1.33 4.50 0.42 -0.115
C -2.19 -1.55 0.55 -0.108
C 0.79 -2.72 -1.35 -0.248
C 1.25 0.63 -2.93 -0.235
C -0.43 0.83 3.05 0.077
C 1.10 -1.03 4.36 -0.239
C 5.87 0.36 1.84 -0.208
C 0.26 1.99 -0.15 -0.302
C -0.06 4.32 0.32 -0.132
C 3.07 -1.18 -4.03 -0.182
C 0.30 -0.15 5.10 -0.009
H -2.93 -0.29 -1.57 0.208
H 1.74 -1.24 -5.72 0.258
H 3.27 3.59 0.27 0.258
H 1.80 -2.37 -1.18 0.221
H -1.44 -3.47 -0.09 0.249
H 0.47 -2.53 -2.37 0.226
H 1.73 -1.58 2.40 0.231
H 7.87 1.01 1.39 0.255
H 4.20 -0.94 -2.23 0.236
H 7.31 1.84 -0.86 0.256
H 0.15 0.39 -4.75 0.249
H 6.13 0.00 2.83 0.248
H -1.11 1.48 4.95 0.281
H 5.01 1.66 -1.71 0.237
H 1.71 -1.77 4.86 0.280
H 3.81 -0.18 2.00 0.194
H 1.72 5.48 0.65 0.264
H -3.69 0.65 -0.25 0.235
H 3.78 -1.86 -4.47 0.257
H 0.68 -3.76 -1.08 0.235
H -0.72 5.16 0.48 0.261
H -2.29 1.31 -1.14 0.214
H -1.68 2.98 0.01 0.236
H 0.60 1.41 -2.59 0.231
H -1.01 1.54 2.48 0.235
H -3.27 -1.69 0.49 0.259
H -1.88 -1.72 1.58 0.221
H -1.85 -2.38 -1.44 0.224
```

Its spin multiplicity is 3. The strongest force on any atom comes out at 0.4 eV/Å. The energy relative to the best compared isomer or geometry (same formula, charge and spin) is 3.9 kcal/mol. The calculation puts the calculated total energy at -115166.919 eV. Its molar mass is 693.2 g/mol. Its net charge is +3. The expectation value of S² is 2.029.



[6]
Below is a cluster of 2 separate species, C4H10N2 in total, with properties calculated with ωB97M-V with the def2-TZVPD basis set.

The geometry in XYZ format:
```
16
Properties=species:S:1:pos:R:3:nbo_charge:R:1
N -2.28 -0.48 -0.84 -0.862
N 1.22 0.74 -1.20 -0.819
C 2.42 -0.79 0.22 -0.527
C -1.60 0.36 1.41 -0.425
C 2.09 0.44 -0.18 0.015
C -1.81 -0.58 0.51 -0.005
H 1.05 0.01 -1.88 0.375
H 1.25 1.62 -1.69 0.377
H 2.36 1.27 0.47 0.188
H -1.54 -1.58 0.84 0.170
H 2.72 -0.97 1.25 0.207
H -3.22 -0.09 -0.86 0.365
H -1.71 0.23 -1.31 0.365
H -1.24 0.11 2.40 0.205
H -1.81 1.40 1.18 0.184
H 2.10 -1.67 -0.33 0.186
```

Its spin multiplicity is 1. The strongest force on any atom comes out at 1.3 eV/Å. The energy relative to the best compared isomer or geometry (same formula, charge and spin) is 47.4 kcal/mol. The calculation puts the calculated total energy at -7288.564 eV. The SMILES is C=CN.C=CN. Its molar mass is 86.1 g/mol.



[7]
Below is an isolated molecule of C2H9NP2, with properties calculated with ωB97M-V with the def2-TZVPD basis set.

The geometry in XYZ format:
```
14
Properties=species:S:1:pos:R:3:nbo_charge:R:1
P -2.02 -0.80 0.27 0.537
P 0.85 -0.01 1.11 0.740
N -0.86 0.40 0.73 -1.030
C 1.60 -0.48 -0.55 -0.971
C -0.73 1.62 -0.18 -0.414
H 2.70 -0.57 -0.42 0.241
H 1.18 -1.43 -0.86 0.230
H -1.42 2.42 0.07 0.208
H 1.40 0.23 -1.40 0.238
H 0.40 1.97 -0.21 0.203
H -1.02 1.25 -1.07 0.182
H 0.64 -1.39 1.68 -0.048
H -1.15 -1.78 -0.68 -0.089
H -1.56 -1.43 1.51 -0.025
```

Its spin multiplicity is 1. The strongest force on any atom comes out at 3.4 eV/Å. The energy relative to the best compared isomer or geometry (same formula, charge and spin) is 14.1 kcal/mol. The calculation puts the calculated total energy at -22285.535 eV. The SMILES is CPN(C)P. Its molar mass is 109.0 g/mol.



[8]
Below is a structure of composition C45H50GeIrN2O2P2S, with properties calculated with ωB97M-V with the def2-TZVPD basis set.

The geometry in XYZ format:
```
104
Properties=species:S:1:pos:R:3:lowdin_charge:R:1
Ir -0.43 -0.20 0.00 0.953
Ge 1.90 3.42 2.71 0.797
S -0.54 0.07 2.78 0.890
P -0.72 -1.58 -1.92 0.903
P 1.91 0.06 -0.94 0.970
O -2.29 -0.39 1.64 -0.503
O 0.79 -1.93 1.17 -0.312
N -3.84 5.97 -2.58 0.141
N 0.48 -2.34 2.38 -0.200
C 4.60 0.25 -0.08 -0.077
C -0.48 -2.03 4.53 -0.079
C -2.48 -1.03 -4.07 -0.094
C -0.18 -3.32 4.87 -0.070
C -4.84 -0.65 -3.76 -0.079
C -0.88 -5.48 -3.21 -0.079
C -3.74 -0.75 -4.60 -0.078
C -4.63 -0.10 1.92 -0.052
C -2.62 3.85 -1.71 -0.241
C 0.19 4.23 3.19 -0.210
C 0.51 -1.04 -3.16 -0.374
C -0.66 -3.41 -1.99 -0.327
C 2.52 2.22 4.11 -0.216
C -0.95 2.16 -1.99 -0.124
C 2.40 3.63 -2.91 -0.057
C 3.23 4.82 2.42 -0.216
C -4.68 -0.84 -2.39 -0.069
C -1.59 3.29 -2.46 -0.035
C -0.73 -6.19 -2.02 -0.084
C -2.99 3.28 -0.49 -0.031
C -2.32 2.15 -0.04 -0.110
C 0.47 -4.14 3.93 -0.055
C 1.94 4.54 -1.93 -0.094
C -0.14 -1.50 3.26 -0.583
C -0.54 -5.52 -0.83 -0.078
C 5.86 -1.58 0.85 -0.089
C -3.30 5.03 -2.20 -0.189
C 4.76 -2.42 0.67 -0.079
C -3.43 -1.11 -1.87 -0.094
C -3.56 -2.37 2.23 -0.048
C 2.27 1.79 -1.33 -0.332
C 2.45 2.25 -2.60 -0.116
C -1.28 1.55 -0.77 -0.314
C -2.32 -1.21 -2.70 -0.353
C 3.49 -0.58 -0.25 -0.325
C 2.28 2.79 -0.19 -0.371
C 3.59 -1.92 0.13 -0.105
C -0.85 -4.10 -3.19 -0.085
C -3.39 -0.86 2.38 -0.566
C 1.79 4.14 -0.64 -0.035
C -0.51 -4.13 -0.81 -0.087
C 1.90 -0.87 -2.54 -0.358
C 1.62 2.31 1.11 -0.302
C 0.78 -3.62 2.71 -0.030
C 5.78 -0.25 0.48 -0.080
H 3.55 5.22 3.38 0.019
H 2.59 2.72 5.08 0.019
H -0.99 -1.37 5.21 0.109
H 1.83 1.38 4.20 -0.009
H 1.29 -4.16 1.92 0.132
H 2.73 -2.57 0.03 0.086
H -3.30 -1.21 -0.79 0.073
H -5.52 -0.48 2.43 0.082
H -4.29 -2.76 2.93 0.079
H -2.62 1.72 0.91 0.065
H -3.85 -0.59 -5.67 0.103
H 2.56 1.56 -3.43 0.093
H 2.83 5.64 1.82 0.013
H 4.82 -3.46 0.95 0.102
H -1.30 3.73 -3.40 0.117
H -2.61 -2.87 2.40 0.064
H 4.11 4.42 1.90 0.018
H -0.55 3.46 3.38 0.011
H 2.59 -0.42 -3.25 0.077
H 0.55 2.21 0.95 0.016
H 1.65 5.55 -2.22 0.107
H -0.43 -6.07 0.10 0.101
H -1.03 -6.01 -4.14 0.104
H -4.54 0.97 2.14 0.077
H 0.56 -1.76 -3.99 0.082
H -0.16 4.86 2.38 0.017
H 6.63 0.40 0.61 0.103
H -0.44 -3.71 5.84 0.109
H -3.22 -0.63 3.44 0.120
H -0.77 -7.28 -2.03 0.103
H 0.29 4.85 4.09 0.018
H 1.37 4.80 0.10 0.100
H 1.99 1.31 1.38 0.034
H -1.63 -1.09 -4.74 0.096
H -3.89 -2.62 1.22 0.074
H -5.81 -0.43 -4.17 0.104
H -3.78 3.73 0.09 0.115
H 3.51 1.83 3.85 0.021
H -0.36 -3.58 0.11 0.064
H 6.77 -1.97 1.28 0.101
H -5.54 -0.75 -1.73 0.103
H 2.59 3.96 -3.92 0.097
H 3.35 2.94 0.02 0.136
H -0.15 1.75 -2.59 0.062
H 0.73 -5.16 4.15 0.107
H 0.15 -0.09 -3.57 0.067
H -4.77 -0.22 0.85 0.067
H -0.99 -3.55 -4.12 0.100
H 2.32 -1.84 -2.28 0.080
H 4.56 1.28 -0.39 0.091
```

Its spin multiplicity is 6. The strongest force on any atom comes out at 0.7 eV/Å. The energy relative to the best compared isomer or geometry (same formula, charge and spin) is 0.0 kcal/mol. The calculation puts the calculated total energy at -143313.599 eV. Its molar mass is 1009.7 g/mol. The expectation value of S² is 8.827.